No. 1
{
  "formula": "C16H31BrGaO9",
  "method": "ωB97M-V with the def2-TZVPD basis set",
  "fmax_ev_per_a": 8.57,
  "charge": -1,
  "energy_ev": -157935.8451,
  "lumo_energy_ha": 0.079,
  "homo_lumo_gap_ev": 7.16,
  "e_above_lowest_ev": 6.083,
  "symbols": ["C", "C", "C", "Ga", "C", "C", "C", "O", "C", "C", "O", "C", "C", "O", "Br", "H", "H", "H", "H", "H", "H", "H", "H", "H", "H", "H", "H", "H", "H", "H", "H", "H", "H", "H", "C", "O", "C", "O", "O", "C", "H", "H", "H", "H", "H", "H", "C", "O", "C", "O", "O", "C", "H", "H", "H", "H", "H", "H"],
  "positions_angstrom": [[-3.5465, 0.0884, 3.4494], [-3.2760, -0.7725, 2.0629], [-1.7233, -0.7272, 1.5385], [-1.3169, 0.7115, 0.1111], [-1.2252, 2.6646, 0.8872], [-1.1428, 2.7101, 2.5239], [0.6166, 0.3397, -0.6440], [0.8259, -1.0717, -1.0134], [2.2860, -1.2612, -1.2984], [3.0799, -2.6942, -1.0367], [3.0448, -0.2659, -1.8362], [-2.6239, 0.7302, -1.4905], [-4.1930, 1.0090, -1.1080], [-5.1038, 0.1407, -1.6253], [-4.9008, 2.4561, 0.0760], [-3.6321, 1.2560, 3.2422], [-4.5549, -0.2280, 3.9919], [-2.6546, -0.1238, 4.1806], [-3.5413, -1.9134, 2.2949], [-4.0761, -0.4134, 1.2875], [-1.0336, -0.5735, 2.4840], [-1.4297, -1.7879, 1.0815], [-0.2226, 3.1689, 0.4811], [-2.1032, 3.3064, 0.4227], [-1.9385, 3.4603, 2.9882], [-0.0587, 3.0913, 2.8417], [-1.2725, 1.6317, 2.9592], [0.8370, 1.1062, -1.5192], [1.4009, 0.6110, 0.2141], [3.2387, -2.9417, 0.1009], [2.5246, -3.6178, -1.5465], [4.1639, -2.6824, -1.5258], [-2.2565, 1.5099, -2.2827], [-2.5716, -0.3375, -2.0220], [4.4833, -8.6250, 1.0110], [4.0368, -7.5506, 0.1861], [2.8336, -7.7629, -0.4044], [2.1417, -8.7617, -0.2835], [2.5337, -6.6714, -1.1527], [1.2854, -6.7544, -1.8376], [5.4538, -8.3475, 1.4314], [3.7854, -8.7930, 1.8375], [4.6125, -9.5375, 0.4201], [0.4595, -6.8476, -1.1249], [1.2867, -7.5921, -2.5424], [1.1482, -5.8289, -2.4036], [1.3521, 8.7554, -0.0417], [0.6992, 8.3492, -1.2428], [0.3613, 7.0354, -1.2779], [0.5681, 6.2179, -0.3948], [-0.2464, 6.7888, -2.4658], [-0.6597, 5.4353, -2.6437], [1.5760, 9.8226, -0.1230], [0.6976, 8.6058, 0.8231], [2.2953, 8.2146, 0.0869], [-1.3947, 5.1530, -1.8830], [0.2031, 4.7619, -2.6192], [-1.1327, 5.3528, -3.6261]],
  "atomic_forces_ev_per_a": [[-0.1, 0.0, -0.1], [-0.5, -0.7, 0.8], [-0.4, -1.0, 0.8], [0.7, 0.4, 0.7], [0.7, 1.2, -0.2], [0.4, 0.4, -0.1], [0.5, 2.1, 0.6], [5.3, -0.2, -0.6], [2.6, 4.1, -2.7], [-0.2, -0.6, -0.4], [-4.8, -6.1, 3.5], [-1.5, 0.0, -1.0], [-2.9, -6.3, -4.6], [5.2, 5.7, 3.7], [0.7, -0.9, -0.8], [0.4, -2.5, 0.4], [2.1, 0.5, -1.2], [-1.7, 0.6, -1.3], [0.4, 2.4, -0.4], [1.7, -0.7, 1.2], [-1.2, -0.4, -1.8], [-0.7, 2.1, 1.0], [-2.1, -0.9, 0.7], [1.7, -1.1, 1.2], [1.6, -1.7, -0.8], [-2.3, -0.8, -0.5], [0.1, 2.2, -0.6], [-0.2, -1.9, 1.5], [-1.6, -0.5, -1.8], [-0.7, 0.7, -2.2], [0.9, 2.1, 1.3], [-2.5, 0.5, 1.0], [-0.8, -1.1, 1.6], [-0.7, 2.4, 1.1], [0.2, -0.3, 0.3], [-0.8, 0.0, -0.5], [-0.4, -0.2, 0.0], [1.0, 1.4, -0.2], [0.5, -0.9, 0.7], [-0.5, 0.0, -0.3], [-0.2, 0.2, -0.2], [0.0, -0.1, -0.3], [-0.2, 0.1, 0.1], [0.2, -0.1, -0.1], [0.0, 0.0, 0.3], [0.3, -0.1, 0.2], [0.2, 0.1, 0.4], [-0.2, -0.7, -0.2], [0.0, -0.8, 0.4], [-0.3, 1.4, -1.4], [0.6, 0.6, 0.9], [-0.2, -0.7, -0.1], [-0.2, -0.2, -0.3], [0.2, -0.1, -0.1], [-0.3, 0.0, 0.1], [0.3, 0.0, 0.0], [-0.2, 0.1, 0.2], [0.2, 0.3, 0.2]]
}

---

No. 2
{
  "formula": "C16H31CoN6O5PS3",
  "method": "ωB97M-V with the def2-TZVPD basis set",
  "fmax_ev_per_a": 0.71,
  "spin_multiplicity": 2,
  "charge": 0,
  "energy_ev": -115697.3374,
  "lumo_energy_ha": [-0.038, -0.021],
  "homo_lumo_gap_ev": [6.89, 7.34],
  "e_above_lowest_ev": 0.342,
  "symbols": ["Co", "C", "C", "O", "P", "S", "S", "O", "C", "C", "H", "H", "H", "H", "H", "H", "H", "H", "H", "H", "N", "H", "H", "H", "N", "C", "C", "C", "C", "C", "C", "S", "O", "O", "O", "H", "H", "H", "H", "H", "H", "C", "N", "C", "N", "C", "N", "C", "N", "C", "C", "H", "H", "H", "H", "H", "H", "H", "H", "H", "H", "H", "H"],
  "positions_angstrom": [[0.0276, -0.2323, 0.0610], [-1.4661, -3.8422, -3.5996], [-2.0740, -2.5103, -3.9691], [-2.3384, -1.7236, -2.7771], [-1.4341, -0.4690, -2.4071], [-2.1842, 0.2845, -0.7307], [0.4869, -0.9297, -2.1698], [-1.5482, 0.5146, -3.6475], [-2.8495, 1.0030, -4.0691], [-2.9615, 2.4781, -3.7691], [-1.3124, -4.4344, -4.5026], [-2.1214, -4.3943, -2.9264], [-0.4996, -3.7047, -3.1161], [-3.0448, -2.6354, -4.4471], [-1.4289, -1.9462, -4.6464], [-3.6341, 0.4303, -3.5706], [-2.9060, 0.8043, -5.1386], [-2.9557, 2.6542, -2.6944], [-3.8937, 2.8664, -4.1811], [-2.1317, 3.0210, -4.2205], [1.7469, 1.0248, -0.2776], [1.4932, 1.6894, -1.0033], [2.4890, 0.4554, -0.6735], [2.1420, 1.5387, 0.5043], [-0.3343, 0.7470, 1.7481], [0.4727, 0.4217, 2.9238], [-0.1094, 0.4784, 4.1842], [0.5515, -0.0876, 5.2579], [1.8001, -0.6867, 5.0987], [2.4276, -0.5895, 3.8658], [1.7621, -0.0553, 2.7722], [2.2963, -2.0559, 6.1911], [2.6134, -1.4903, 7.4802], [3.4096, -2.6508, 5.4719], [1.0662, -2.8356, 6.1384], [-0.2950, 1.7438, 1.5430], [-1.3093, 0.5646, 1.9739], [-1.1146, 0.8673, 4.3053], [0.0713, -0.1291, 6.2275], [3.4082, -1.0320, 3.7505], [2.2201, -0.1256, 1.7965], [-1.1081, -3.0349, -0.0091], [-0.2688, -2.1994, 0.9127], [-0.9400, -2.2628, 2.2564], [-1.1095, -3.6172, 2.7287], [-1.9080, -4.3700, 1.7704], [-1.2715, -4.3991, 0.4512], [0.0561, -5.0044, 0.5925], [0.8909, -4.2663, 1.5358], [1.0458, -2.9085, 1.0609], [0.2160, -4.2367, 2.8442], [-0.6207, -3.0428, -0.9803], [-2.0834, -2.5564, -0.1004], [-1.9180, -1.7808, 2.1575], [-0.3319, -1.7282, 2.9805], [-2.8921, -3.9050, 1.6767], [-2.0340, -5.3913, 2.1320], [0.5446, -5.0150, -0.3852], [-0.0554, -6.0317, 0.9412], [1.5361, -2.9080, 0.0834], [1.6496, -2.3572, 1.7802], [0.8175, -3.6850, 3.5700], [0.0965, -5.2601, 3.1996]],
  "atomic_forces_ev_per_a": [[0.4, -0.1, 0.0], [0.0, 0.0, 0.0], [0.0, 0.0, 0.0], [0.0, 0.0, 0.0], [-0.3, 0.0, 0.1], [0.0, 0.0, 0.0], [0.0, 0.0, 0.1], [0.1, -0.1, 0.0], [0.0, 0.0, 0.0], [0.0, 0.0, 0.0], [0.0, 0.0, 0.0], [0.0, 0.0, 0.0], [0.0, 0.0, 0.0], [0.0, 0.0, 0.0], [0.0, 0.0, 0.0], [0.0, 0.0, 0.0], [0.0, 0.0, 0.0], [0.0, 0.0, 0.0], [0.0, 0.0, 0.0], [0.0, 0.0, 0.0], [-0.1, 0.1, 0.0], [0.0, 0.0, 0.0], [0.0, 0.0, 0.0], [0.0, 0.0, 0.0], [-0.1, -0.1, 0.0], [0.0, 0.3, 0.0], [0.1, 0.0, -0.1], [0.1, 0.1, 0.4], [-0.3, -0.4, -0.5], [0.1, 0.0, 0.1], [-0.1, 0.2, 0.0], [0.1, 0.1, 0.0], [0.0, 0.1, 0.1], [0.0, 0.0, 0.0], [0.1, 0.0, 0.0], [0.0, 0.0, 0.0], [0.0, 0.0, 0.0], [0.0, 0.0, 0.0], [0.0, -0.1, 0.0], [0.0, -0.1, 0.0], [0.0, 0.0, 0.0], [0.0, 0.0, 0.0], [-0.1, 0.0, -0.1], [0.0, 0.0, 0.0], [0.0, 0.0, 0.0], [0.0, 0.0, 0.0], [0.0, 0.0, 0.0], [0.0, 0.0, 0.0], [0.0, 0.0, 0.0], [0.0, 0.0, 0.0], [0.0, 0.0, 0.0], [0.0, 0.0, 0.0], [0.0, 0.0, 0.0], [0.0, 0.0, 0.0], [0.0, 0.0, 0.0], [0.0, 0.0, 0.0], [0.0, 0.0, 0.0], [0.0, 0.0, 0.0], [0.0, 0.0, 0.0], [0.0, 0.0, 0.0], [0.0, 0.0, 0.0], [0.0, 0.0, 0.0], [0.0, 0.0, 0.0]]
}

---

No. 3
{
  "formula": "C16H31F5N4O8P3",
  "method": "ωB97M-V with the def2-TZVPD basis set",
  "fmax_ev_per_a": 1.78,
  "charge": -1,
  "energy_ev": -80892.3047,
  "lumo_energy_ha": 0.094,
  "homo_lumo_gap_ev": 8.14,
  "symbols": ["C", "C", "O", "P", "O", "C", "C", "P", "C", "C", "O", "C", "C", "F", "F", "F", "O", "C", "N", "P", "N", "N", "C", "O", "F", "C", "O", "F", "O", "C", "C", "H", "H", "H", "H", "H", "H", "H", "H", "H", "H", "H", "H", "H", "H", "H", "H", "H", "H", "H", "H", "H", "H", "H", "H", "C", "O", "N", "C", "C", "H", "H", "H", "H", "H", "H", "H"],
  "positions_angstrom": [[2.7293, -3.6070, 4.6889], [2.5104, -3.1085, 3.2690], [3.7761, -2.9897, 2.5890], [3.8733, -1.9813, 1.3483], [5.2702, -1.9401, 0.8854], [2.8248, -2.6317, 0.0360], [1.2856, -2.5707, 0.1026], [0.3499, -1.1488, -0.6965], [-1.2467, -2.1932, -0.8490], [-2.5572, -1.5049, -1.2097], [-2.6767, -0.1574, -0.7537], [-3.9622, 0.3618, -0.8907], [-4.6943, 0.6048, 0.4090], [-4.1205, 1.5346, 1.1763], [-4.8909, -0.5093, 1.1247], [-5.9319, 1.0892, 0.0864], [1.8971, -0.0387, -0.6146], [1.9867, 0.8530, -1.4995], [2.0025, 1.6696, -2.3247], [0.9640, -1.8801, -2.8029], [0.0430, -1.3442, -3.9871], [-0.0169, -0.4000, 1.0165], [-0.9301, -0.9615, 1.8538], [-0.9640, -2.0744, 2.2871], [-1.8459, -0.0701, 2.2874], [0.0215, 1.0058, 1.1443], [0.5594, 1.5922, 2.0222], [-0.6105, 1.6686, 0.1809], [3.3474, -0.5777, 1.8636], [4.3841, 0.4010, 2.1083], [3.7738, 1.6386, 2.7106], [2.0766, -4.4544, 4.8765], [2.4556, -2.8494, 5.4164], [3.7553, -3.9165, 4.8519], [1.8942, -3.8202, 2.7251], [1.9664, -2.1667, 3.2720], [3.2522, -2.2922, -0.9001], [3.0771, -3.6921, 0.1117], [0.9776, -2.6539, 1.1380], [0.9108, -3.4405, -0.4289], [-0.2564, -0.0641, -1.3688], [-1.3411, -2.9320, -0.0599], [-1.0643, -2.8107, -1.7285], [-3.4028, -2.0855, -0.8342], [-2.6566, -1.5054, -2.2965], [-3.9184, 1.3276, -1.3928], [-4.6144, -0.2714, -1.4930], [2.3356, -1.6503, -3.0750], [0.9093, -3.3004, -2.7995], [-0.6259, -0.6738, -3.6141], [5.1141, -0.0151, 2.7962], [4.8777, 0.6515, 1.1768], [3.1302, 2.1365, 1.9982], [4.5842, 2.3312, 2.9357], [3.2294, 1.4277, 3.6241], [-2.8632, 3.6062, -3.7990], [-3.0408, 3.8734, -4.9724], [-2.8156, 4.5236, -2.8140], [-2.6173, 4.1671, -1.4225], [-2.9713, 5.9206, -3.1718], [-2.7266, 2.5725, -3.4382], [-3.4721, 4.4985, -0.8279], [-1.7103, 4.6335, -1.0350], [-2.5147, 3.0894, -1.3236], [-3.9348, 6.0849, -3.6565], [-2.1899, 6.2238, -3.8693], [-2.9094, 6.5280, -2.2721]],
  "atomic_forces_ev_per_a": [[-0.4, 0.0, 0.0], [0.0, -0.3, 0.1], [-0.7, 0.3, 0.2], [1.2, 0.0, -0.8], [0.0, -0.1, 0.0], [-0.7, -0.3, 0.5], [0.6, 0.6, 0.1], [-0.2, -1.6, -0.7], [0.3, 0.0, -0.3], [-0.2, -0.2, -0.2], [0.0, 0.0, 0.6], [0.1, 0.1, -0.3], [-0.5, 0.2, -0.3], [0.1, -0.2, 0.1], [0.2, 0.1, 0.1], [0.2, -0.1, 0.1], [0.3, -0.1, 0.4], [-0.2, 0.3, -0.4], [0.1, 0.0, 0.1], [-0.6, 0.6, -0.8], [-0.1, -0.1, 0.5], [-1.0, 0.9, -0.3], [0.7, -0.4, 0.5], [-0.2, -0.1, -0.3], [-0.3, 0.3, 0.2], [0.5, -0.2, 0.6], [-0.1, 0.1, -0.1], [0.0, 0.1, -0.4], [-0.2, -0.1, 0.1], [-0.2, 0.4, 0.4], [0.2, 0.1, -0.2], [0.0, -0.2, 0.1], [0.2, 0.2, 0.1], [0.2, 0.0, -0.1], [0.0, -0.1, -0.1], [0.1, 0.2, -0.1], [0.0, 0.3, -0.1], [0.2, -0.1, -0.1], [-0.3, 0.0, 0.0], [-0.2, -0.1, 0.0], [0.2, 0.2, 0.2], [-0.1, 0.3, 0.5], [0.1, -0.2, -0.1], [0.0, -0.1, 0.2], [0.0, 0.2, -0.2], [0.0, 0.2, 0.0], [0.0, -0.2, -0.1], [0.1, -0.2, 0.2], [0.4, 0.0, 0.2], [0.1, 0.1, -0.2], [0.2, -0.2, 0.0], [0.1, -0.2, -0.2], [-0.3, 0.0, -0.1], [0.1, 0.0, 0.1], [-0.2, 0.0, 0.1], [0.0, -0.1, -0.1], [0.0, 0.0, 0.0], [0.0, 0.0, 0.1], [0.0, 0.2, -0.1], [0.0, -0.1, -0.1], [0.0, 0.0, 0.0], [0.0, -0.1, 0.1], [0.0, -0.1, 0.1], [0.1, 0.0, 0.0], [0.0, 0.0, 0.0], [0.0, 0.0, 0.0], [0.0, 0.0, 0.0]]
}

---

No. 4
{
  "formula": "C16H31NNiOP2",
  "method": "ωB97M-V with the def2-TZVPD basis set",
  "fmax_ev_per_a": 3.10,
  "spin_multiplicity": 3,
  "charge": 0,
  "energy_ev": -80243.5870,
  "lumo_energy_ha": [-0.018, -0.017],
  "homo_lumo_gap_ev": [4.26, 4.63],
  "e_above_lowest_ev": 5.863,
  "symbols": ["P", "P", "C", "C", "H", "H", "H", "H", "C", "H", "H", "H", "C", "H", "H", "H", "C", "H", "H", "H", "C", "H", "H", "H", "Ni", "C", "C", "C", "C", "C", "C", "C", "C", "C", "H", "H", "H", "H", "H", "H", "H", "H", "H", "H", "H", "H", "H", "H", "H", "O", "C", "N"],
  "positions_angstrom": [[3.1605, 3.3856, -2.6174], [1.5702, 1.0990, -5.3372], [3.6116, 2.9155, -4.3107], [2.3704, 2.7816, -5.2110], [4.2216, 1.9930, -4.2845], [4.2404, 3.7362, -4.6890], [1.5487, 3.4464, -4.8958], [2.6531, 3.0883, -6.2304], [2.5844, 0.0492, -6.4767], [2.3813, -1.0281, -6.3199], [3.6566, 0.2240, -6.3377], [2.3355, 0.2961, -7.5239], [0.1109, 1.4379, -6.3875], [0.4218, 1.4430, -7.4349], [-0.3449, 2.4083, -6.1366], [-0.6411, 0.6436, -6.2391], [4.6630, 3.7287, -1.7257], [4.4442, 3.8420, -0.6592], [5.0755, 4.6632, -2.1192], [5.3872, 2.9134, -1.8647], [2.2064, 4.9044, -2.7248], [1.3697, 4.7945, -3.4204], [2.8653, 5.7111, -3.0757], [1.7966, 5.1733, -1.7438], [0.7658, 2.8292, -0.2137], [0.8650, -0.2968, -4.2449], [1.8792, -0.9427, -3.4458], [3.2339, -0.4643, -3.2273], [3.1597, 0.4091, -1.9573], [2.4242, 1.7999, -2.0150], [1.0304, 2.1919, -2.3462], [-0.1939, 1.6706, -2.9442], [-0.3172, 0.1839, -3.3514], [0.5265, 3.2450, 1.6518], [0.4218, -1.0220, -4.9431], [1.5056, -1.7050, -2.7570], [3.7264, 0.0579, -4.0554], [3.8579, -1.3448, -2.9678], [2.6088, -0.1741, -1.1974], [4.1854, 0.5672, -1.5565], [2.5783, 2.1046, -0.9290], [0.7789, 3.2357, -1.9392], [-0.5196, 2.3396, -3.7684], [-0.9492, 1.8490, -2.1735], [-0.4176, -0.4662, -2.4602], [-1.2697, 0.0733, -3.8987], [-0.5904, 3.0831, 1.6516], [0.7868, 4.2532, 2.0071], [1.0556, 2.4702, 2.2492], [-0.7149, -1.0740, 0.2182], [-0.4195, 0.0938, 0.2047], [-0.1042, 1.2401, 0.1638]],
  "atomic_forces_ev_per_a": [[-0.3, -3.0, -0.4], [-1.1, -1.1, -1.2], [0.2, 0.7, -0.3], [0.0, -0.3, 0.2], [-0.2, 0.6, 0.0], [-0.1, -0.3, -0.2], [0.3, -0.4, 0.0], [-0.2, -0.4, -0.1], [0.2, 0.2, -0.2], [0.0, 0.7, 0.1], [-0.2, -0.1, 0.0], [0.1, 0.0, 0.5], [-0.3, 0.2, 0.1], [-0.1, 0.1, 0.1], [0.1, -0.4, 0.0], [0.4, 0.4, -0.1], [0.8, 0.6, -0.2], [-0.1, 0.0, -0.2], [0.3, -0.1, 0.3], [-0.2, 0.2, 0.0], [-0.2, 0.5, 0.1], [0.2, 0.0, 0.2], [0.0, -0.2, 0.1], [0.2, -0.1, -0.2], [0.2, 0.7, 0.5], [-0.8, 1.1, 0.8], [0.1, -1.1, -0.2], [0.6, -0.3, 1.0], [0.3, 1.1, 0.0], [1.0, 1.1, 2.7], [0.7, 1.3, -0.9], [-1.4, -1.0, 0.3], [-0.5, 0.8, 0.0], [-0.1, 0.8, 0.2], [0.3, 0.4, -0.6], [0.1, 0.2, -0.2], [-0.2, -0.1, 0.0], [0.0, 0.5, -0.2], [0.2, 0.4, -0.2], [-0.5, 0.1, -0.2], [-0.1, -0.9, -0.1], [0.2, -0.7, -0.5], [-0.2, -0.3, -0.4], [-0.5, -0.4, -0.2], [0.4, 0.3, -0.4], [0.3, 0.0, 0.0], [1.1, 0.3, 0.4], [-0.2, -0.2, 0.2], [-0.4, 0.5, -0.3], [-0.1, -0.2, 0.0], [0.5, 1.0, -0.2], [-1.0, -2.8, -0.4]]
}